C26H64ClO24S6 | ωB97M-V with the def2-TZVPD basis set

CARTESIAN COORDINATES (ANGSTROEM)
Cl -0.647 0.111 0.212
O -1.320 -0.517 1.335
O -0.142 1.452 0.562
O 0.507 -0.709 -0.153
O -1.631 0.216 -0.839
C -4.285 4.376 0.544
C -3.010 3.677 0.174
C -2.601 4.271 -1.186
O -2.979 5.606 -1.036
C -4.204 5.726 -0.202
H -4.428 4.379 1.625
H -5.244 3.917 0.307
H -2.973 2.588 0.211
H -2.186 4.033 0.792
H -3.074 3.843 -2.069
H -1.522 4.144 -1.273
H -5.156 5.933 -0.690
H -4.051 6.497 0.554
C 3.808 -3.335 0.105
C 3.886 -3.645 -1.335
C 4.866 -2.515 -1.768
O 5.151 -1.680 -0.610
C 4.082 -1.820 0.269
H 4.518 -3.895 0.713
H 2.873 -3.713 0.518
H 2.984 -3.504 -1.931
H 4.165 -4.689 -1.472
H 4.360 -1.893 -2.506
H 5.731 -3.115 -2.050
H 3.142 -1.298 0.092
H 4.532 -1.647 1.246
O -1.905 -4.733 -1.854
S -0.510 -5.045 -1.797
O -0.175 -6.441 -1.882
O 0.237 -4.118 -2.984
C 0.189 -2.639 -3.034
C -0.187 -2.369 -4.505
C 0.270 -4.271 -0.293
H 1.004 -2.096 -2.557
H -0.696 -2.451 -2.426
H -1.188 -2.725 -4.747
H 0.468 -2.937 -5.166
H -0.058 -1.333 -4.820
H -0.322 -3.435 0.081
H 1.225 -3.918 -0.681
H 0.579 -4.930 0.518
O -0.307 5.149 -6.477
S -0.252 5.400 -5.039
O -0.853 6.516 -4.361
O -0.839 4.056 -4.278
C -1.224 2.973 -5.021
C -1.240 1.694 -4.126
C 1.541 5.188 -4.579
H -0.608 2.837 -5.910
H -2.274 3.088 -5.291
H -1.577 0.892 -4.782
H -1.857 1.834 -3.239
H -0.289 1.361 -3.709
H 1.885 4.387 -5.233
H 1.549 5.051 -3.498
H 1.900 6.185 -4.837
O 5.458 2.245 -0.980
S 4.319 2.573 -1.851
O 4.219 3.850 -2.579
O 4.074 1.309 -2.937
C 3.076 1.420 -3.919
C 3.458 0.449 -4.982
C 2.778 2.333 -0.784
H 3.087 2.325 -4.526
H 2.095 1.184 -3.506
H 4.445 0.796 -5.287
H 2.837 0.503 -5.876
H 3.542 -0.577 -4.624
H 2.833 1.388 -0.245
H 1.855 2.459 -1.350
H 2.848 3.213 -0.145
O -3.417 2.949 5.692
S -2.262 2.107 5.478
O -1.024 2.328 6.287
O -2.753 0.478 5.481
C -1.801 -0.521 5.232
C -2.473 -1.880 5.660
C -1.644 2.248 3.599
H -0.869 -0.317 5.760
H -1.623 -0.600 4.160
H -1.681 -2.614 5.809
H -3.267 -2.122 4.953
H -2.819 -1.848 6.694
H -1.485 3.326 3.628
H -2.430 1.999 2.886
H -0.744 1.642 3.494
O -5.873 -2.654 3.335
S -5.613 -2.674 1.917
O -6.299 -3.564 0.985
O -5.653 -1.136 1.357
C -4.860 -0.268 2.171
C -5.255 1.084 1.700
C -3.767 -2.956 1.633
H -3.800 -0.305 1.920
H -4.888 -0.280 3.261
H -4.791 1.879 2.284
H -6.329 1.192 1.849
H -5.031 1.246 0.645
H -3.470 -2.459 0.709
H -3.553 -4.023 1.697
H -3.216 -2.608 2.506
O 1.574 -3.298 5.209
S 2.053 -2.030 4.605
O 1.637 -0.735 5.217
O 3.710 -2.127 4.488
C 4.326 -3.317 3.917
C 5.833 -3.368 4.098
C 1.580 -2.082 2.808
H 4.259 -3.448 2.837
H 3.979 -4.231 4.399
H 6.209 -2.374 3.857
H 6.258 -4.012 3.328
H 6.186 -3.812 5.029
H 2.013 -1.187 2.360
H 0.492 -2.150 2.792
H 2.023 -2.910 2.255

- Total energy: -154661.30720 eV
- HOMO: -7.839 eV
- Gap between HOMO and LUMO: 0.356 hartree
- Multiplicity: 1
- E_LUMO: 1.86 eV
- Charge: -1